[1]
C27H21I2N2O6SeTeV | ωB97M-V/def2-TZVPD

The geometry in XYZ format:
```
61
Properties=species:S:1:pos:R:3:lowdin_spin:R:1
V 0.2897 2.1899 0.0385 2.7886
O 0.1648 0.7098 -2.7903 0.0096
C 0.6190 -0.5639 -2.3072 0.0003
C 0.8343 -0.2504 -0.8012 0.0081
O 1.9025 -0.4115 -0.2182 0.0163
O -0.2311 0.2511 -0.2568 0.0248
C 1.8070 -1.0063 -3.1517 0.0000
C 3.1201 -1.1195 -2.7088 0.0000
C 4.1258 -1.4983 -3.5917 0.0000
C 3.8415 -1.7656 -4.9207 0.0000
C 2.5323 -1.6597 -5.3708 0.0000
C 1.5288 -1.2925 -4.4908 0.0000
C -0.5051 -1.6010 -2.3411 0.0000
C -1.8305 -1.1849 -2.3816 0.0001
C -2.8563 -2.1167 -2.3165 0.0001
C -2.5646 -3.4692 -2.1993 0.0000
C -1.2416 -3.8868 -2.1478 0.0001
C -0.2150 -2.9556 -2.2174 0.0000
H 0.2620 0.7289 -3.7490 0.0002
H 3.3484 -0.9027 -1.6780 0.0000
H 5.1436 -1.5786 -3.2301 0.0000
H 4.6313 -2.0561 -5.6024 0.0000
H 2.2901 -1.8734 -6.4044 0.0000
H 0.5029 -1.2498 -4.8430 0.0000
H -2.0486 -0.1267 -2.4324 0.0001
H -3.8856 -1.7795 -2.3361 0.0000
H -3.3667 -4.1946 -2.1397 0.0000
H -1.0065 -4.9399 -2.0515 0.0000
H 0.8181 -3.2819 -2.1754 0.0000
O 3.0414 3.6583 0.3993 0.0244
N 1.8713 3.8177 0.1426 0.0116
O 1.3846 3.6397 -1.0390 0.0306
O 0.9784 4.0338 1.0356 0.0251
I -4.6669 1.2386 -0.6720 0.0009
I -6.8542 -0.3213 -0.6176 0.0036
Se -2.1635 2.9805 -0.5128 0.0157
C -2.1116 4.0824 -1.9869 0.0072
N -2.0908 4.7598 -2.9209 0.0001
Te 1.5663 0.9949 2.5183 0.0165
C 0.7332 2.1530 4.0815 0.0006
C 1.2905 2.1014 5.3551 0.0003
C 0.7468 2.8545 6.3873 -0.0001
C -0.3578 3.6601 6.1522 0.0001
C -0.9098 3.7252 4.8805 0.0004
C -0.3599 2.9818 3.8455 0.0043
C 0.1465 -0.5730 2.5781 0.0014
C 0.5913 -1.8738 2.3985 0.0001
C -0.3306 -2.9019 2.2426 0.0003
C -1.6901 -2.6317 2.2739 -0.0001
C -2.1324 -1.3295 2.4698 0.0004
C -1.2149 -0.3011 2.6130 0.0014
H 2.1467 1.4656 5.5434 0.0004
H 1.1885 2.8117 7.3751 0.0000
H -0.7844 4.2436 6.9586 0.0000
H -1.7626 4.3628 4.6861 0.0001
H -0.7701 3.0765 2.8472 0.0049
H 1.6521 -2.0857 2.3542 0.0002
H 0.0184 -3.9148 2.0837 0.0000
H -2.4065 -3.4310 2.1331 0.0000
H -3.1922 -1.1085 2.4760 0.0000
H -1.5683 0.7159 2.7339 0.0011
```

Summary:
multiplicity = 4
Kohn-Sham gap (alpha / beta) = 6.805 / 7.382 eV
highest occupied orbital energy (alpha / beta) = -5.3 / -5.9 eV
net charge = -1


[2]
C5H14BClIrNTi | ωB97M-V/def2-TZVPD

The geometry in XYZ format:
```
24
Properties=species:S:1:pos:R:3:lowdin_spin:R:1
Ir -0.3500 -0.0601 0.7193 1.3363
Cl -1.0880 4.0764 -1.4310 1.0039
C -2.0781 -1.0424 0.7054 0.1374
H -2.2171 -1.5482 1.6453 0.0116
H -2.2833 -1.6701 -0.1309 0.0400
H -2.6521 -0.1118 0.6783 0.0192
Ti 0.4186 -0.6915 -1.3849 0.3669
C 2.2824 0.1087 -2.0373 0.0317
C -1.0207 -0.7675 -2.9535 0.0136
C 0.8331 -2.6746 -1.3974 0.7581
H -1.4734 -1.7375 -2.8902 0.0008
H -1.8206 -0.0232 -2.8153 0.0035
H -0.6186 -0.6504 -3.9524 -0.0002
H 3.0067 -0.5807 -1.6640 0.0016
H 2.4548 0.2039 -3.0741 0.0003
H 2.5397 1.0653 -1.5764 0.0086
H -0.0583 -3.2786 -1.1267 0.0496
H 1.6587 -2.7863 -0.6299 0.0476
B 0.4349 2.3297 4.2958 0.0092
C 0.4331 1.5113 3.0943 0.0423
N 0.3663 0.8577 2.1284 0.1109
H -0.6347 2.9321 4.3449 0.0027
H 1.3697 3.0277 4.2306 0.0033
H 0.4967 1.5100 5.2217 0.0011
```

Summary:
multiplicity = 5
Kohn-Sham gap (alpha / beta) = 8.788 / 5.077 eV
highest occupied orbital energy (alpha / beta) = -9.5 / -9.5 eV


[3]
C2H2BrN3 | ωB97M-V/def2-TZVPD

The geometry in XYZ format:
```
8
Properties=species:S:1:pos:R:3:mulliken_charge:R:1
C -0.1388 0.0284 1.2365 -0.1339
C -0.7597 0.6817 -0.8504 0.4510
N -0.9487 0.6965 0.3571 -0.3169
N 0.8215 -0.6910 0.7526 -0.1689
N 0.9442 -0.8048 -0.5025 -0.4877
Br -1.4506 1.0972 -2.4435 0.0285
H -0.3025 0.1236 2.2909 0.4177
H 1.8346 -1.1317 -0.8406 0.2103
```

Summary:
Kohn-Sham gap (alpha / beta) = 7.903 / 7.901 eV
highest occupied orbital energy (alpha / beta) = -8.2 / -8.2 eV